Entry 1:
Molecular formula: C16H32O
Method: DFT, ωB97M-V with the def2-TZVPD basis set

Element x y z (Å)
C  -6.572  -1.454  0.976
C  -6.497  -0.001  1.432
C  -6.308  0.985  0.278
C  -5.015  0.802  -0.518
C  -3.757  1.007  0.324
C  -2.479  1.085  -0.512
C  -2.133  -0.232  -1.205
C  -0.812  -0.172  -1.975
C  0.441  -0.132  -1.098
C  0.738  -1.472  -0.426
C  1.906  -1.410  0.558
C  3.251  -1.132  -0.110
C  4.397  -1.193  0.899
C  5.778  -1.026  0.263
C  5.996  0.369  -0.327
C  5.885  1.436  0.719
O  5.287  2.468  0.606
H  -7.346  -1.576  0.221
H  -5.625  -1.781  0.555
H  -6.809  -2.101  1.818
H  -7.426  0.255  1.948
H  -5.684  0.114  2.151
H  -6.331  2.001  0.683
H  -7.154  0.886  -0.407
H  -5.005  -0.190  -0.968
H  -5.013  1.531  -1.333
H  -3.862  1.937  0.888
H  -3.657  0.192  1.043
H  -1.657  1.371  0.147
H  -2.586  1.870  -1.265
H  -2.094  -1.030  -0.462
H  -2.927  -0.480  -1.912
H  -0.826  0.717  -2.612
H  -0.746  -1.043  -2.632
H  1.287  0.147  -1.728
H  0.335  0.639  -0.333
H  0.951  -2.220  -1.194
H  -0.147  -1.804  0.119
H  1.967  -2.365  1.087
H  1.709  -0.634  1.302
H  3.225  -0.145  -0.570
H  3.423  -1.871  -0.897
H  4.251  -0.416  1.653
H  4.366  -2.159  1.409
H  5.906  -1.770  -0.526
H  6.542  -1.211  1.022
H  7.010  0.429  -0.734
H  5.295  0.575  -1.136
H  6.436  1.195  1.652

Properties
Electronic energy (Ha): -704.08171
Molar mass (Da): 240.43
Relative energy (zero: lowest compared OMol25 entry of this formula, charge and spin) (eV): 0.1165
Gap between HOMO and LUMO (eV): 10.8
SMILES string: CCCCCCCCCCCCCCCC=O

These are the Mulliken partial charges, in e, on atoms 1 to 6: atom 1 (C): -1.11, atom 2 (C): -0.36, atom 3 (C): -0.88, atom 4 (C): -0.46, atom 5 (C): -0.59, atom 6 (C): -0.57

=====

Entry 2:
Molecular formula: C16H32O
Method: DFT, ωB97M-V with the def2-TZVPD basis set

Element x y z (Å)
C  1.583  -1.554  -2.680
C  0.360  -1.698  -3.726
C  -0.922  -1.379  -3.141
C  -1.321  -2.227  -1.900
C  -2.649  -1.688  -1.282
C  -2.669  -0.542  -0.389
C  -3.409  0.557  -1.045
C  -2.967  1.968  -0.680
C  -1.568  2.500  -0.996
C  -1.024  3.217  0.189
C  -0.345  2.043  1.240
C  0.952  1.424  0.800
C  1.178  0.621  1.863
C  2.438  -0.469  1.389
C  2.922  -1.343  2.379
C  3.441  -0.903  3.816
O  3.637  0.393  3.935
H  3.636  -1.626  4.553
H  1.997  -2.091  2.587
H  3.566  -2.222  2.082
H  3.352  0.373  1.252
H  2.269  -1.029  0.596
H  1.448  0.787  2.800
H  0.351  -0.428  2.171
H  1.806  2.144  0.441
H  0.537  0.912  -0.187
H  -1.328  1.658  1.612
H  -0.152  2.672  2.058
H  -1.709  3.836  0.792
H  -0.224  3.752  -0.145
H  -0.963  1.590  -1.389
H  -1.679  3.256  -1.844
H  -3.173  1.764  0.443
H  -3.844  2.742  -0.880
H  -2.991  0.621  -2.242
H  -4.373  0.176  -1.367
H  -1.539  -0.205  -0.390
H  -3.298  -0.876  0.613
H  -3.376  -1.946  -2.031
H  -2.828  -2.884  -0.478
H  -1.504  -3.317  -2.189
H  -0.533  -2.457  -0.859
H  -1.598  -1.301  -3.645
H  -0.814  -0.203  -2.481
H  0.759  -1.100  -4.513
H  0.299  -2.693  -4.028
H  1.577  -0.413  -2.328
H  1.430  -2.070  -1.840
H  2.670  -1.732  -3.340

Properties
Electronic energy (Ha): -703.54932
Molar mass (Da): 240.43
Relative energy (zero: lowest compared OMol25 entry of this formula, charge and spin) (eV): 14.6034
Gap between HOMO and LUMO (eV): 9.8

These are the Mulliken partial charges, in e, on atoms 1 to 6: atom 1 (C): -0.95, atom 2 (C): -0.97, atom 3 (C): -0.93, atom 4 (C): -0.21, atom 5 (C): -1.52, atom 6 (C): 1.68

=====

Entry 3:
Molecular formula: C16H32O
Method: DFT, ωB97M-V with the def2-TZVPD basis set

Element x y z (Å)
C  -6.325  -2.152  -3.616
C  -5.742  -0.816  -3.329
C  -4.674  -0.463  -4.319
C  -3.996  1.025  -3.949
C  -3.055  1.176  -2.750
C  -2.488  2.492  -2.318
C  -1.793  2.682  -0.869
C  -0.471  1.609  -1.020
C  0.297  1.857  0.322
C  1.438  1.081  0.444
C  2.195  1.097  1.849
C  3.640  0.391  1.881
C  3.410  -0.831  1.930
C  4.572  -1.832  2.226
C  5.388  -1.558  3.460
C  4.579  -2.169  4.830
O  3.628  -2.781  4.605
H  5.026  -1.916  5.763
H  6.248  -2.056  3.442
H  5.342  -0.507  3.910
H  5.408  -1.483  1.362
H  4.406  -2.899  2.295
H  2.631  -1.280  2.975
H  2.740  -1.388  1.350
H  4.171  0.690  2.577
H  4.062  0.698  0.944
H  1.605  1.216  2.603
H  2.376  2.205  1.814
H  2.122  1.281  -0.234
H  1.095  0.043  0.460
H  0.493  2.845  0.377
H  -0.350  1.704  1.127
H  0.060  1.836  -1.784
H  -0.775  0.722  -1.001
H  -1.464  3.639  -0.891
H  -2.591  2.100  -0.211
H  -3.230  3.126  -2.585
H  -1.974  2.643  -2.981
H  -3.818  0.770  -1.720
H  -2.384  0.147  -2.483
H  -3.465  1.422  -4.645
H  -4.840  1.674  -3.548
H  -4.899  -0.336  -5.137
H  -3.673  -0.987  -4.175
H  -6.300  -0.175  -3.175
H  -5.301  -0.867  -2.343
H  -7.065  -2.362  -2.972
H  -6.782  -1.927  -4.700
H  -5.457  -3.058  -3.784

Properties
Electronic energy (Ha): -703.42460
Molar mass (Da): 240.43
Relative energy (zero: lowest compared OMol25 entry of this formula, charge and spin) (eV): 17.9973
Gap between HOMO and LUMO (eV): 9.8

These are the Mulliken partial charges, in e, on atoms 1 to 6: atom 1 (C): -1.18, atom 2 (C): -1.15, atom 3 (C): -1.20, atom 4 (C): -0.99, atom 5 (C): 0.44, atom 6 (C): -2.29

=====

Entry 4:
Molecular formula: C16H32O11S2
Method: DFT, ωB97M-V with the def2-TZVPD basis set

Element x y z (Å)
O  0.870  -0.261  5.311
S  0.399  -0.723  3.941
O  1.414  -0.714  2.906
O  -0.345  -2.146  3.990
C  -1.418  -2.217  3.014
C  -1.932  -0.776  2.852
O  -0.954  0.099  3.357
H  -1.026  -2.554  2.055
H  -2.210  -2.844  3.424
H  -2.868  -0.535  3.356
H  -2.049  -0.565  1.789
O  4.047  -2.087  1.294
S  4.832  -0.886  0.884
O  5.996  -0.530  1.749
O  5.366  -0.982  -0.696
C  4.771  0.100  -1.451
C  4.317  1.147  -0.434
O  3.822  0.399  0.632
H  5.599  0.468  -2.058
H  4.001  -0.185  -2.169
H  3.603  1.926  -0.703
H  5.214  1.714  -0.181
C  -1.152  -2.184  -3.467
C  0.057  -1.462  -2.934
C  -0.448  -0.049  -2.700
O  -1.838  -0.233  -2.397
C  -2.276  -1.543  -2.625
H  -1.076  -3.269  -3.395
H  -1.308  -1.980  -4.526
H  0.910  -1.502  -3.611
H  0.391  -1.827  -1.963
H  -0.265  0.618  -3.542
H  -0.023  0.318  -1.766
H  -3.242  -1.611  -3.125
H  -2.308  -2.023  -1.646
C  -3.734  1.697  -0.280
C  -2.388  2.405  -0.348
C  -2.086  2.865  1.036
O  -2.853  2.018  1.823
C  -3.578  1.007  1.055
H  -3.981  1.120  -1.171
H  -4.493  2.479  -0.262
H  -2.504  3.236  -1.043
H  -1.604  1.797  -0.800
H  -2.431  3.889  1.183
H  -1.010  2.809  1.198
H  -4.563  0.757  1.448
H  -3.013  0.076  1.001
C  0.259  -0.527  0.583
C  1.514  -0.500  -0.276
C  1.734  0.994  -0.463
O  0.415  1.552  -0.353
C  -0.557  0.698  0.135
H  0.467  -0.318  1.632
H  -0.284  -1.469  0.498
H  1.361  -0.963  -1.251
H  2.405  -0.876  0.227
H  2.241  1.368  -1.353
H  2.253  1.440  0.386
H  -1.180  0.209  -0.614
H  -1.261  1.139  0.840

Properties
Electronic energy (Ha): -2252.52468
Molar mass (Da): 464.55
Relative energy (zero: lowest compared OMol25 entry of this formula, charge and spin) (eV): 6.2939
Gap between HOMO and LUMO (eV): 9.4
SMILES string: O=S1(=O)OCCO1.O=S1(=O)OCCO1.C1CCOC1.C1CCOC1.C1CCOC1

These are the Mulliken partial charges, in e, on atoms 1 to 6: atom 1 (O): -0.61, atom 2 (S): 0.96, atom 3 (O): -0.30, atom 4 (O): -0.34, atom 5 (C): -0.52, atom 6 (C): 0.50

=====

Entry 5:
Molecular formula: C16H32O12
Method: DFT, ωB97M-V with the def2-TZVPD basis set

Element x y z (Å)
C  0.323  -3.244  -4.398
C  1.692  -2.880  -4.798
O  1.735  -2.721  -6.199
C  2.131  -1.657  -6.829
O  2.641  -0.710  -6.231
O  1.882  -1.801  -8.057
C  2.123  -0.889  -9.120
H  -0.230  -2.316  -4.252
H  0.394  -3.917  -3.543
H  -0.271  -3.793  -5.129
H  2.420  -3.691  -4.788
H  2.090  -2.102  -4.147
H  1.968  -1.394  -10.073
H  3.113  -0.475  -9.309
H  1.522  0.015  -9.018
C  1.648  -0.482  -0.730
C  0.494  -1.071  -1.480
O  -0.621  -0.195  -1.392
C  -1.546  -0.304  -0.388
O  -1.429  -1.078  0.602
O  -2.613  0.564  -0.569
C  -3.766  0.497  0.349
H  1.687  0.492  -1.217
H  2.622  -0.967  -0.794
H  1.304  -0.371  0.298
H  0.171  -2.016  -1.044
H  0.647  -1.034  -2.559
H  -4.345  1.415  0.246
H  -3.411  0.544  1.379
H  -4.346  -0.403  0.145
C  0.435  -0.813  4.249
C  1.738  -0.737  3.398
O  2.559  -1.917  3.688
C  3.562  -1.963  4.502
O  3.955  -0.919  5.153
O  4.187  -3.211  4.467
C  5.488  -3.385  4.859
H  -0.256  0.029  4.211
H  0.774  -0.929  5.278
H  -0.132  -1.737  4.134
H  2.212  0.155  3.809
H  1.361  -0.603  2.384
H  5.687  -2.943  5.835
H  6.136  -2.862  4.156
H  5.820  -4.423  4.866
C  -1.533  3.100  2.555
C  -2.772  2.881  3.419
O  -3.457  4.064  3.678
C  -4.505  4.266  2.842
O  -5.021  3.413  2.095
O  -4.733  5.533  2.857
C  -5.380  6.118  1.752
H  -0.800  3.836  2.884
H  -1.969  3.498  1.639
H  -1.069  2.132  2.367
H  -2.361  2.438  4.326
H  -3.336  2.039  3.016
H  -5.310  5.521  0.843
H  -4.938  7.104  1.612
H  -6.371  6.299  2.169

Properties
Electronic energy (Ha): -1531.26321
Molar mass (Da): 416.42
Multiplicity: 2
Gap between HOMO and LUMO (spin up / spin down) (eV): 7.3 / 1.7
Total charge: +1

These are the Mulliken partial charges, in e, on atoms 1 to 6: atom 1 (C): -1.13, atom 2 (C): -0.23, atom 3 (O): -0.29, atom 4 (C): 0.79, atom 5 (O): -0.63, atom 6 (O): -0.32

=====

Entry 6:
Molecular formula: C16H32O12Tl
Method: DFT, ωB97M-V with the def2-TZVPD basis set

Element x y z (Å)
Tl  -0.281  0.395  0.745
C  -5.583  -3.470  0.886
C  -4.233  -2.844  0.851
O  -3.335  -3.544  1.678
C  -2.065  -3.148  1.664
O  -1.617  -2.210  1.059
O  -1.282  -3.963  2.370
C  -1.795  -4.863  3.354
H  -6.327  -2.881  0.347
H  -5.965  -3.643  1.896
H  -5.614  -4.437  0.359
H  -4.223  -1.778  1.143
H  -3.835  -2.834  -0.182
H  -1.578  -5.893  3.074
H  -2.861  -4.753  3.523
H  -1.268  -4.632  4.286
C  -4.660  3.872  -3.345
C  -3.377  3.210  -3.754
O  -2.681  2.756  -2.581
C  -1.445  2.279  -2.667
O  -0.945  1.809  -1.661
O  -0.891  2.401  -3.841
C  0.334  1.693  -4.102
H  -5.050  4.403  -4.209
H  -4.447  4.593  -2.548
H  -5.378  3.180  -2.897
H  -2.719  3.956  -4.230
H  -3.535  2.374  -4.449
H  0.991  1.668  -3.233
H  0.836  2.203  -4.916
H  0.123  0.664  -4.388
C  2.578  -4.633  -0.512
C  1.667  -4.444  0.694
O  2.402  -3.843  1.764
C  2.091  -2.632  2.189
O  1.330  -1.873  1.646
O  2.771  -2.425  3.302
C  2.481  -1.315  4.140
H  2.031  -4.861  -1.422
H  3.341  -5.389  -0.324
H  3.141  -3.702  -0.642
H  1.383  -5.430  1.110
H  0.749  -3.890  0.516
H  1.634  -1.568  4.790
H  2.198  -0.432  3.566
H  3.365  -1.126  4.734
C  5.548  3.887  0.608
C  4.248  3.937  1.441
O  3.301  2.967  0.958
C  2.410  3.280  0.040
O  1.443  2.549  -0.111
O  2.655  4.375  -0.620
C  1.710  4.828  -1.606
H  5.359  4.213  -0.414
H  5.941  2.874  0.616
H  6.227  4.626  1.035
H  3.824  4.944  1.373
H  4.436  3.676  2.476
H  1.899  5.884  -1.752
H  0.681  4.671  -1.287
H  1.860  4.289  -2.542

Properties
Electronic energy (Ha): -1702.98424
Molar mass (Da): 620.80
Gap between HOMO and LUMO (eV): 2.0
Total charge: +3

These are the Mulliken partial charges, in e, on atoms 1 to 6: atom 1 (Tl): 1.15, atom 2 (C): -1.25, atom 3 (C): -0.08, atom 4 (O): -0.22, atom 5 (C): 0.74, atom 6 (O): -0.42

=====

Entry 7:
Molecular formula: C16H32O2P2Pt
Method: DFT, ωB97M-V with the def2-TZVPD basis set

Element x y z (Å)
P  0.195  -1.482  -1.707
P  -0.093  1.600  -1.605
C  -0.173  -0.603  -3.306
C  0.365  0.836  -3.240
H  -1.265  -0.592  -3.410
H  0.235  -1.147  -4.166
H  1.460  0.830  -3.285
H  0.003  1.441  -4.080
C  -1.740  2.349  -1.938
H  -2.010  2.987  -1.092
H  -2.488  1.556  -2.014
H  -1.741  2.944  -2.859
C  0.988  3.082  -1.518
H  0.946  3.676  -2.438
H  2.017  2.762  -1.334
H  0.668  3.698  -0.673
C  -0.880  -2.967  -1.789
H  -0.647  -3.688  -0.998
H  -0.758  -3.442  -2.766
H  -1.922  -2.649  -1.695
C  1.863  -2.202  -1.998
H  2.611  -1.405  -1.962
H  1.923  -2.719  -2.962
H  2.084  -2.906  -1.192
Pt  0.000  0.000  0.000
C  0.576  1.765  -7.279
C  -0.739  1.806  -7.032
C  -1.862  0.985  -7.609
C  -1.486  -0.336  -8.316
C  -0.764  -1.306  -7.411
C  0.540  -1.366  -7.116
C  1.685  -0.509  -7.591
C  1.334  0.858  -8.218
C  0.040  -1.490  1.504
H  1.198  2.455  -6.709
H  -1.071  2.544  -6.301
H  -2.440  1.609  -8.309
H  -2.557  0.753  -6.789
H  -2.417  -0.805  -8.654
H  -0.909  -0.126  -9.218
H  -1.407  -2.033  -6.915
H  0.844  -2.152  -6.424
H  2.289  -1.084  -8.309
H  2.346  -0.335  -6.730
H  2.278  1.348  -8.486
H  0.795  0.712  -9.156
H  0.703  -1.185  2.320
H  0.357  -2.482  1.158
H  -0.975  -1.586  1.914
O  -2.331  0.841  1.760
C  -1.266  1.521  2.114
O  -0.129  1.337  1.484
H  -1.329  2.244  2.915

Properties
Electronic energy (Ha): -1581.20895
Molar mass (Da): 513.46
Relative energy (zero: lowest compared OMol25 entry of this formula, charge and spin) (eV): 0.0000
Multiplicity: 3
Gap between HOMO and LUMO (spin up / spin down) (eV): 4.4 / 6.5

These are the Mulliken partial charges, in e, on atoms 1 to 6: atom 1 (P): 0.50, atom 2 (P): 0.46, atom 3 (C): -0.39, atom 4 (C): -0.55, atom 5 (H): 0.35, atom 6 (H): 0.01

=====

Entry 8:
Molecular formula: C16H33BO10P
Method: DFT, ωB97M-V with the def2-TZVPD basis set

Element x y z (Å)
O  1.588  -2.714  1.003
C  1.611  -2.095  -0.181
O  2.688  -1.132  -0.512
P  0.306  -2.416  -1.557
O  -1.165  -3.100  -0.910
B  -2.086  -2.063  -0.404
O  -3.355  -2.557  0.227
O  -1.862  -0.604  -0.413
H  0.889  -3.516  -2.338
H  -3.998  -2.771  -0.529
H  -1.792  -0.231  -1.340
C  0.590  -2.937  4.013
C  0.904  -3.050  5.481
O  0.305  -3.846  6.203
C  1.979  -2.153  6.032
H  -0.206  -3.644  3.757
H  0.246  -1.925  3.784
H  1.478  -3.180  3.424
H  1.697  -1.106  5.892
H  2.929  -2.361  5.532
H  2.098  -2.344  7.104
C  6.393  -1.461  9.027
C  5.076  -2.065  8.617
O  4.422  -1.597  7.686
C  4.592  -3.263  9.388
H  6.616  -0.604  8.383
H  6.336  -1.115  10.063
H  7.191  -2.199  8.916
H  4.455  -2.997  10.439
H  5.310  -4.081  9.293
H  3.630  -3.591  8.981
C  -5.224  1.915  -1.274
C  -4.219  1.513  -2.320
O  -3.658  0.420  -2.280
C  -3.927  2.502  -3.417
H  -5.333  1.104  -0.546
H  -4.878  2.810  -0.751
H  -6.194  2.099  -1.742
H  -3.524  3.423  -2.990
H  -4.840  2.711  -3.981
H  -3.183  2.077  -4.100
C  -2.545  1.626  -8.227
C  -1.757  1.144  -7.039
O  -2.084  1.443  -5.891
C  -0.553  0.282  -7.309
H  -3.386  2.237  -7.881
H  -1.909  2.239  -8.871
H  -2.939  0.772  -8.783
H  0.172  0.835  -7.912
H  -0.858  -0.632  -7.824
H  -0.082  0.008  -6.358
C  0.054  3.082  -4.164
C  -0.338  4.460  -3.701
O  -1.430  4.944  -3.991
C  0.659  5.222  -2.869
H  -0.762  2.652  -4.755
H  0.947  3.142  -4.792
H  0.239  2.438  -3.301
H  1.578  5.376  -3.439
H  0.870  4.673  -1.947
H  0.240  6.199  -2.606

Properties
Electronic energy (Ha): -1748.14959
Molar mass (Da): 427.22
Relative energy (zero: lowest compared OMol25 entry of this formula, charge and spin) (eV): 2.8860
Gap between HOMO and LUMO (eV): 6.6
Total charge: -1

These are the Mulliken partial charges, in e, on atoms 1 to 6: atom 1 (O): -0.63, atom 2 (C): 0.49, atom 3 (O): -0.70, atom 4 (P): 0.00, atom 5 (O): -0.43, atom 6 (B): 0.69